Entry 1:
Computed, not measured: 5 unconnected molecules or ions with the total composition C29H41N5O4P, with wB97M-V/def2-TZVPD.

XYZ file:
```
80
Properties=species:S:1:pos:R:3:forces:R:3:lowdin_charge:R:1
C 3.6815 0.8179 -0.9556 0.0 0.1 -0.2 -0.112
O 2.3910 0.4287 -1.3636 0.0 -0.2 0.2 -0.222
C 2.2876 -0.3432 -2.5517 0.0 0.1 0.0 -0.234
C 1.6950 0.4894 -3.6756 0.1 0.0 0.1 -0.177
C 0.2232 0.8641 -3.4334 0.0 0.1 0.1 -0.197
C 0.0126 2.3483 -3.1246 0.0 -0.1 0.0 -0.230
C -1.4441 2.7885 -3.2369 0.0 0.0 0.0 -0.218
C -2.3248 2.2944 -2.0794 0.0 0.0 0.0 -0.229
C -3.3104 3.3349 -1.5525 0.0 -0.1 0.0 -0.238
C -4.4644 2.6939 -0.7798 0.0 0.0 0.2 -0.391
N -5.2911 1.9108 -1.6546 0.1 0.0 -0.1 -0.199
P -6.1810 0.7528 -1.0707 0.1 -0.2 0.0 0.248
O -7.2624 0.9040 -0.0717 0.0 0.1 0.0 -0.356
O -5.1301 -0.4179 -0.4912 -0.1 -0.1 0.1 -0.225
O -6.7980 -0.0392 -2.3537 -0.2 0.0 0.2 -0.188
H 3.7039 0.8342 0.1352 0.0 0.0 0.0 0.068
H 3.9320 1.8215 -1.3183 0.0 0.0 0.0 0.085
H 4.4414 0.1150 -1.3143 0.0 0.0 0.0 0.083
H 1.6264 -1.1847 -2.3197 0.0 0.0 -0.1 0.123
H 3.2643 -0.7553 -2.8311 0.0 0.1 0.0 0.113
H 1.8210 -0.0556 -4.6156 -0.1 0.0 0.0 0.109
H 2.2898 1.4055 -3.7554 0.1 -0.1 -0.1 0.108
H -0.3862 0.6023 -4.3027 0.1 0.0 0.0 0.110
H -0.1575 0.2659 -2.6002 -0.1 0.0 -0.1 0.113
H 0.3569 2.5481 -2.1029 0.1 0.0 -0.1 0.097
H 0.6451 2.9424 -3.7938 -0.1 0.0 -0.1 0.104
H -1.8484 2.4244 -4.1879 0.0 0.1 0.0 0.108
H -1.4876 3.8813 -3.2861 0.0 0.0 0.1 0.100
H -2.9158 1.4249 -2.3790 0.0 0.0 -0.1 0.097
H -1.6716 1.9697 -1.2588 -0.1 0.0 0.0 0.106
H -3.7295 3.8998 -2.3915 0.0 0.0 0.0 0.103
H -2.7818 4.0414 -0.8987 0.0 0.1 -0.1 0.099
H -5.0227 3.4966 -0.2696 0.0 0.0 0.0 0.094
H -4.0027 2.1052 0.0442 0.0 0.0 0.0 0.097
H -4.2319 -0.0906 -0.5923 0.0 0.1 -0.2 0.028
H -6.0774 -0.3945 -2.8736 0.2 0.0 -0.2 0.038
N 1.2485 -2.2272 1.8323 0.1 0.0 0.0 0.052
C 1.6490 -1.0132 1.4546 0.0 0.0 0.0 -0.131
C 1.6145 0.0971 2.2841 0.0 0.1 0.0 -0.058
C 1.1350 -0.0579 3.5744 0.0 -0.1 0.0 -0.068
C 0.7183 -1.3161 3.9822 0.1 0.0 0.0 -0.089
C 0.7958 -2.3643 3.0768 0.0 0.1 0.0 -0.159
H 1.9960 -0.9056 0.4333 0.0 0.0 0.0 0.087
H 1.9263 1.0681 1.9188 0.0 0.0 0.0 0.066
H 1.0763 0.7901 4.2454 0.0 0.0 0.0 0.105
H 0.3288 -1.4860 4.9771 0.0 0.0 0.0 0.093
H 0.4714 -3.3598 3.3610 0.0 0.0 0.0 0.102
N 2.4282 3.3734 1.4917 0.1 0.0 0.0 0.057
C 3.4851 3.8313 2.1577 0.0 0.1 0.0 -0.154
C 3.9551 5.1312 2.0443 0.0 0.0 0.0 -0.078
C 3.2913 6.0001 1.1922 0.0 0.0 0.0 -0.083
C 2.1907 5.5337 0.4925 0.0 0.0 0.0 -0.065
C 1.7986 4.2151 0.6755 0.0 0.0 0.0 -0.131
H 3.9805 3.1232 2.8143 0.0 0.0 0.0 0.104
H 4.8193 5.4496 2.6117 0.0 0.0 0.0 0.098
H 3.6265 7.0229 1.0759 0.0 0.0 0.0 0.103
H 1.6409 6.1730 -0.1846 0.0 0.0 0.0 0.103
H 0.9433 3.8144 0.1428 0.0 0.0 0.0 0.105
N -3.1406 -1.5119 3.0857 0.0 0.0 0.0 0.066
C -4.1599 -1.8003 2.2764 0.0 -0.1 0.0 -0.126
C -4.7477 -3.0596 2.2180 0.0 0.0 0.0 -0.059
C -4.2607 -4.0642 3.0344 0.0 0.0 0.0 -0.092
C -3.1996 -3.7737 3.8803 0.0 0.0 0.0 -0.090
C -2.6807 -2.4882 3.8649 0.0 0.0 0.0 -0.180
H -4.5383 -1.0216 1.6252 0.0 0.1 0.1 0.087
H -5.5696 -3.2264 1.5351 0.0 0.0 0.0 0.107
H -4.6957 -5.0560 3.0133 0.0 0.0 0.0 0.098
H -2.7798 -4.5241 4.5378 0.0 0.0 0.0 0.092
H -1.8494 -2.2285 4.5136 -0.1 0.0 0.0 0.076
N 3.0455 -6.8004 -0.9835 0.0 0.0 0.0 0.044
C 4.3654 -6.6566 -0.8897 0.0 0.0 0.0 -0.174
C 4.9784 -5.5328 -0.3562 0.0 0.0 0.0 -0.087
C 4.1758 -4.5009 0.1049 0.0 0.0 0.0 -0.082
C 2.7990 -4.6307 0.0150 0.1 0.0 0.0 -0.065
C 2.2895 -5.7985 -0.5371 0.0 0.0 0.0 -0.152
H 4.9636 -7.4827 -1.2601 0.0 0.0 0.0 0.096
H 6.0577 -5.4744 -0.3055 0.0 0.0 0.0 0.094
H 4.6131 -3.6066 0.5320 0.0 0.0 0.0 0.102
H 2.1455 -3.8446 0.3727 -0.1 -0.1 0.0 0.068
H 1.2171 -5.9356 -0.6240 0.0 0.0 0.0 0.103
```
Positions in Å, forces in eV/Å.

Values from the calculation:
* electronic energy: -55670.2749 eV
* charge: -1


Entry 2:
Computed, not measured: a molecular structure, C29H43As2N7O3W in a non-equilibrium geometry, with wB97M-V/def2-TZVPD.

XYZ file:
```
85
Properties=species:S:1:pos:R:3:forces:R:3:mulliken_spin:R:1
W -0.0444 0.7888 -0.4754 -0.5 -0.4 0.8 1.966
C -0.5273 -1.3708 4.4240 -0.1 0.0 0.0 0.000
N 0.3354 -0.7920 3.3730 0.0 -0.1 0.0 0.004
C 1.7987 -0.8101 3.5750 -0.1 0.0 0.0 0.002
C -0.1614 -0.3246 2.2831 0.0 0.0 -0.1 0.022
O 0.5913 0.1910 1.3555 -0.1 0.1 0.0 0.004
C -1.6528 -0.3447 2.0279 -0.1 -0.1 0.0 0.008
O -1.9157 0.2596 0.7331 0.2 0.2 -0.1 0.033
C -2.8357 1.3709 0.7125 0.0 0.0 0.0 0.013
C -2.0309 2.6622 0.6446 0.1 0.0 0.0 0.024
O -0.8020 2.5308 0.2292 0.0 0.0 0.0 -0.014
N -2.5190 3.8186 0.9379 -0.1 0.0 0.0 0.002
C -1.7189 5.0568 0.8248 0.0 -0.1 0.0 0.001
C -3.8960 4.0069 1.4499 0.1 0.0 0.0 -0.001
H 0.0986 -1.9650 5.0795 0.0 0.0 0.0 0.000
H -1.2700 -2.0315 3.9836 0.0 0.0 0.0 0.000
H -0.9967 -0.5724 4.9992 0.0 0.0 0.0 0.000
H 1.9908 -0.9791 4.6287 0.0 0.0 0.0 0.000
H 2.2221 0.1438 3.2737 0.0 0.0 0.0 0.000
H 2.2155 -1.6265 2.9884 0.0 0.0 0.0 0.000
H -2.1861 0.1960 2.8111 0.0 0.0 0.0 0.001
H -2.0223 -1.3715 1.9981 0.0 0.0 0.0 0.001
H -3.5139 1.3152 1.5604 0.0 0.0 0.0 0.003
H -3.4241 1.2762 -0.2037 0.0 0.0 0.0 -0.003
H -0.7908 4.8559 0.3025 0.0 0.0 0.0 0.001
H -1.5233 5.4311 1.8292 0.0 0.0 0.0 -0.001
H -2.3101 5.7883 0.2790 0.0 0.0 0.0 0.000
H -4.5429 3.1849 1.1600 0.0 0.0 0.0 0.000
H -4.2900 4.9218 1.0155 0.0 0.0 0.0 0.000
H -3.8640 4.1123 2.5337 0.0 0.0 0.0 0.000
C 3.6717 1.5321 -1.8238 -0.1 0.0 0.0 0.021
As 2.0558 2.1923 -0.9965 0.2 0.2 -0.1 -0.115
C 2.6299 3.0230 0.6491 0.1 0.0 0.0 0.008
C 1.4037 3.5998 -2.1402 0.1 0.0 0.0 0.014
C 2.1079 4.7953 -2.2318 0.0 0.0 0.0 -0.005
C 1.6576 5.8013 -3.0791 0.0 0.0 0.0 0.001
C 0.5077 5.6151 -3.8325 0.0 0.0 0.0 0.000
C -0.1967 4.4187 -3.7519 0.0 0.0 0.0 0.000
C 0.2512 3.4079 -2.9096 0.0 0.0 0.0 0.017
As -0.6256 1.6942 -2.8759 0.0 0.0 -0.4 -0.085
C 0.2205 0.6544 -4.2722 -0.1 0.0 0.0 0.013
C -2.4369 1.9674 -3.4882 0.0 0.0 0.0 0.008
H 4.3199 2.3988 -1.9562 0.0 0.0 0.0 -0.003
H 3.4531 1.0979 -2.7969 0.0 0.0 0.0 -0.001
H 4.1665 0.8088 -1.1808 0.0 0.0 0.0 0.001
H 3.3366 3.8158 0.4073 0.0 0.0 0.0 -0.001
H 3.1303 2.2811 1.2692 0.0 0.0 0.0 0.001
H 1.7741 3.4399 1.1745 0.0 0.0 0.0 0.000
H 3.0109 4.9627 -1.6566 0.0 0.0 0.0 0.000
H 2.2100 6.7287 -3.1525 0.0 0.0 0.0 0.000
H 0.1616 6.3976 -4.4948 0.0 0.0 0.0 0.000
H -1.0825 4.2924 -4.3621 0.0 0.0 0.0 0.001
H 0.1891 1.2441 -5.1876 0.0 0.0 0.0 -0.001
H -0.3172 -0.2815 -4.4167 0.0 0.0 0.0 0.001
H 1.2562 0.4495 -4.0087 0.0 0.0 0.0 -0.003
H -2.3939 2.2760 -4.5323 0.0 0.0 0.0 -0.001
H -2.9287 2.7427 -2.9035 0.0 0.0 0.0 0.001
H -2.9946 1.0346 -3.4260 0.0 0.0 0.0 0.000
C 2.4801 -1.7336 -0.4077 0.0 0.1 0.0 0.047
C 1.1281 -2.0383 -0.9342 -0.1 0.0 0.0 0.008
N 0.1462 -1.1369 -1.1941 0.3 -0.1 -0.1 0.024
C -0.9498 -1.8713 -1.6793 -0.1 0.0 -0.1 0.020
C -0.6171 -3.1715 -1.7087 -0.1 0.0 0.2 -0.002
N 0.6811 -3.2565 -1.2284 0.2 0.0 0.0 0.001
C 1.2884 -4.4906 -0.7087 -0.2 0.0 0.0 0.000
N 0.7215 -4.7172 0.5994 0.0 0.0 0.0 0.000
N 0.4952 -3.6601 1.4191 0.0 0.1 0.0 0.000
N -0.0551 -4.0798 2.4986 0.0 0.1 0.0 0.000
C -0.1988 -5.4463 2.4284 0.0 0.1 0.0 0.000
C -0.7289 -6.3592 3.3533 0.0 0.0 0.0 0.000
C -0.7361 -7.6778 2.9807 0.0 0.0 0.0 0.000
C -0.2320 -8.0982 1.7259 0.0 0.0 0.0 0.000
C 0.2951 -7.2197 0.8096 0.0 0.0 0.0 0.000
C 0.2951 -5.8760 1.1955 0.1 0.0 -0.1 0.000
H 2.4834 -0.7619 0.0791 0.0 0.0 0.0 -0.038
H 3.2071 -1.7275 -1.2229 0.0 0.0 0.0 0.005
H 2.7813 -2.4695 0.3340 0.0 0.0 0.0 0.001
H -1.8758 -1.4025 -1.9670 0.0 0.0 0.0 -0.003
H -1.1772 -4.0462 -1.9960 0.0 0.0 0.0 0.000
H 2.3691 -4.3656 -0.7054 0.0 -0.1 0.1 0.000
H 1.0327 -5.3265 -1.3558 0.0 0.0 -0.1 0.000
H -1.0995 -6.0353 4.3158 0.0 0.0 0.0 0.000
H -1.1253 -8.4260 3.6570 0.0 0.0 0.0 0.000
H -0.2560 -9.1530 1.4875 0.0 0.0 0.0 0.000
H 0.6952 -7.5671 -0.1333 0.0 0.0 0.0 0.000
```
Positions in Å, forces in eV/Å.

Values from the calculation:
* spin multiplicity: 3
* electronic energy: -170809.3973 eV
* <S²>: 2.01
* charge: +4